# 1
# C40H48AsN7O2TeTi

A molecular structure, C40H48AsN7O2TeTi (ωB97M-V with the def2-TZVPD basis set, the Open Molecules 2025 dataset).

Values from the calculation:
Charge ... +2
Multiplicity ... 3
LUMO energy (spin up / spin down) ... -5.82 / -6.20 eV

```
100
Properties=species:S:1:pos:R:3:forces:R:3:lowdin_charge:R:1
Ti -0.508 -0.125 -0.407 1.4 0.8 0.3 0.538
C 0.049 -4.350 1.329 -0.2 -0.1 -0.1 -0.001
O -1.247 -4.150 0.669 0.2 0.1 0.1 0.061
C -1.217 -2.919 0.196 -0.6 -0.1 -0.2 -0.371
N -0.181 -2.189 0.377 0.0 -0.1 0.1 0.068
C 0.751 -2.975 1.225 0.0 0.1 -0.1 -0.213
C 2.155 -3.079 0.680 0.0 0.1 0.1 -0.222
C 3.190 -3.435 1.539 0.0 0.1 0.0 -0.022
C 4.487 -3.547 1.060 0.0 0.0 0.0 -0.047
C 4.762 -3.305 -0.280 0.0 0.0 0.0 -0.060
C 3.734 -2.950 -1.140 0.0 0.0 0.0 -0.064
C 2.436 -2.841 -0.658 -0.1 0.0 -0.1 -0.062
C -2.432 -2.363 -0.432 0.2 0.4 0.1 -0.180
C -3.632 -3.022 -0.593 -0.1 -0.2 0.0 0.051
C -4.737 -2.314 -1.057 0.2 0.1 0.0 0.011
C -4.603 -0.956 -1.319 -0.2 0.0 -0.1 0.052
C -3.372 -0.358 -1.152 0.5 0.0 0.1 -0.187
N -2.284 -1.043 -0.717 -1.3 -0.8 -0.2 -0.033
C -3.060 1.069 -1.339 -0.4 -0.5 -0.1 -0.371
N -1.869 1.499 -1.142 0.0 0.2 0.0 0.046
C -1.937 2.981 -1.228 0.0 -0.1 0.1 -0.223
C -3.391 3.234 -1.693 -0.2 -0.2 -0.1 0.003
O -4.024 1.909 -1.650 0.2 0.2 0.1 0.069
C -0.903 3.611 -2.128 0.0 0.0 0.1 -0.225
C -0.524 4.928 -1.885 0.1 0.0 0.0 -0.028
C 0.422 5.546 -2.688 0.0 0.0 0.0 -0.050
C 0.998 4.853 -3.745 0.0 0.0 0.0 -0.060
C 0.617 3.543 -3.997 0.0 0.0 0.0 -0.064
C -0.333 2.926 -3.192 0.0 0.0 0.0 -0.049
H 0.572 -5.131 0.781 0.0 0.0 0.0 0.144
H -0.163 -4.671 2.345 0.1 0.0 0.0 0.141
H 0.785 -2.473 2.197 0.0 -0.1 0.0 0.154
H 2.993 -3.608 2.591 0.0 0.0 0.0 0.127
H 5.286 -3.820 1.735 0.0 0.0 0.0 0.117
H 5.774 -3.396 -0.651 0.0 0.0 0.0 0.116
H 3.942 -2.766 -2.186 0.0 0.0 0.0 0.111
H 1.627 -2.564 -1.325 0.1 0.0 0.1 0.049
H -3.705 -4.071 -0.340 0.0 0.0 0.0 0.140
H -5.689 -2.807 -1.187 0.0 0.0 0.0 0.130
H -5.446 -0.361 -1.646 0.0 0.0 0.0 0.141
H -1.785 3.360 -0.212 -0.1 0.0 0.0 0.143
H -3.449 3.587 -2.721 0.0 0.0 0.0 0.144
H -3.967 3.876 -1.034 0.0 0.1 0.0 0.142
H -0.951 5.473 -1.050 0.0 0.0 0.0 0.127
H 0.713 6.568 -2.487 0.0 0.0 0.0 0.117
H 1.735 5.335 -4.373 0.0 0.0 0.0 0.116
H 1.056 3.009 -4.830 0.0 0.0 0.0 0.107
H -0.633 1.906 -3.396 0.0 0.0 0.0 0.064
C 1.332 -0.449 -4.135 0.1 0.0 -0.1 -0.266
As -0.094 -0.985 -2.940 -0.1 0.0 -0.1 1.077
C -0.049 -2.915 -3.214 0.0 0.0 -0.1 -0.260
C -1.657 -0.602 -4.043 0.1 0.0 -0.1 -0.263
H 1.233 -0.994 -5.073 0.0 0.0 0.0 0.048
H 2.299 -0.670 -3.687 0.0 0.0 0.0 0.027
H 1.273 0.620 -4.328 0.0 0.0 0.0 0.012
H -0.414 -3.122 -4.219 0.0 0.0 0.0 0.047
H -0.680 -3.438 -2.496 0.0 0.0 0.0 0.025
H 0.972 -3.281 -3.122 -0.1 0.0 0.0 0.029
H -1.428 -0.867 -5.075 0.0 0.0 0.0 0.049
H -1.929 0.450 -3.995 -0.1 0.0 0.0 0.016
H -2.495 -1.210 -3.705 0.0 0.0 0.0 0.033
C 2.109 0.404 1.232 -0.2 0.0 -0.2 -0.168
N 1.405 1.005 0.033 0.4 0.2 0.3 -0.161
C 1.152 2.450 0.397 -0.1 -0.2 -0.1 -0.176
N 2.355 3.161 0.745 0.0 0.0 0.0 -0.069
C 2.989 2.501 1.887 0.0 0.0 0.0 -0.144
N 3.317 1.109 1.580 0.0 0.0 0.0 -0.069
C 4.224 1.084 0.426 0.0 0.0 0.0 -0.135
N 3.618 1.729 -0.743 0.0 0.0 0.0 -0.069
C 2.411 1.022 -1.092 -0.2 -0.1 0.1 -0.177
C 3.275 3.111 -0.397 0.0 0.0 0.0 -0.134
H 2.352 -0.628 0.988 0.0 -0.1 0.0 0.107
H 1.398 0.431 2.063 0.1 0.0 0.0 0.099
H 0.456 2.454 1.242 0.0 0.1 0.0 0.098
H 0.693 2.927 -0.466 0.0 0.1 0.0 0.103
H 2.312 2.532 2.743 0.0 0.0 0.0 0.132
H 3.902 3.036 2.147 0.0 0.0 0.0 0.137
H 4.466 0.048 0.183 0.0 0.0 0.0 0.129
H 5.142 1.611 0.686 0.0 0.0 0.0 0.137
H 2.644 -0.017 -1.333 0.0 0.0 0.0 0.105
H 1.930 1.502 -1.948 0.0 0.0 0.0 0.112
H 2.803 3.592 -1.258 0.0 0.0 0.0 0.128
H 4.186 3.651 -0.143 0.0 0.0 0.0 0.137
C -1.035 0.964 4.047 0.1 0.0 0.0 -0.395
Te -1.870 0.658 2.120 -0.1 0.2 -0.4 1.434
C -2.616 -1.170 2.902 0.0 0.0 0.1 -0.388
C -2.620 -0.957 4.400 0.0 0.0 0.0 -0.291
C -3.368 -1.781 5.236 0.0 0.0 0.0 -0.032
C -3.350 -1.588 6.606 0.0 0.1 0.0 -0.057
C -2.580 -0.568 7.154 0.0 -0.1 0.0 -0.055
C -1.835 0.255 6.328 0.0 0.0 0.0 -0.027
C -1.851 0.067 4.949 0.1 0.0 0.1 -0.293
H -1.139 2.018 4.297 0.0 0.0 0.1 0.066
H 0.024 0.705 4.032 0.0 0.0 0.1 0.055
H -1.955 -1.987 2.609 0.0 0.0 0.0 0.050
H -3.610 -1.348 2.497 0.0 0.0 0.1 0.066
H -3.977 -2.571 4.814 0.0 0.0 0.0 0.119
H -3.943 -2.223 7.249 0.0 0.0 0.0 0.114
H -2.573 -0.408 8.223 0.0 0.0 0.0 0.115
H -1.245 1.055 6.758 0.0 0.0 0.0 0.122
```
Positions in Å, forces in eV/Å.


# 2
# C24H40O3

C24H40O3 in the gas phase (ωB97M-V with the def2-TZVPD basis set, the Open Molecules 2025 dataset).

Values from the calculation:
Charge ... 0
LUMO energy ... 0.75 eV

```
67
Properties=species:S:1:pos:R:3:forces:R:3:nbo_charge:R:1
C 0.388 -1.064 -4.070 -0.3 0.1 0.0 -0.611
C -0.344 0.257 -3.854 0.4 0.1 0.1 -0.196
C 0.104 1.274 -4.917 -0.3 -0.1 0.0 -0.398
C -0.210 0.838 -6.351 0.2 0.0 0.2 -0.521
C 0.893 0.015 -6.965 0.1 0.1 -0.1 0.800
O 2.070 0.160 -6.778 0.1 0.1 0.1 -0.601
O 0.412 -0.908 -7.815 -0.4 -0.3 -0.3 -0.692
C -0.094 0.855 -2.457 -0.3 -0.2 -0.1 -0.203
C -0.886 2.172 -2.250 0.1 0.1 0.0 -0.406
C -1.268 2.247 -0.762 0.2 0.0 0.1 -0.406
C -0.454 1.123 -0.131 -0.5 -0.1 0.0 -0.201
C -0.846 0.644 1.263 0.6 0.4 0.0 -0.214
C -0.819 1.796 2.264 -0.3 -0.3 0.0 -0.402
C -1.164 1.287 3.655 0.1 0.0 0.0 -0.380
C -0.216 0.187 4.137 0.0 0.2 0.0 -0.223
C 1.159 0.738 4.517 0.0 -0.2 0.2 -0.428
C 1.962 -0.288 5.328 -0.5 -0.1 0.2 0.106
O 3.323 -0.100 4.987 0.4 0.0 -0.1 -0.725
C 1.489 -1.715 5.011 0.1 0.2 -0.2 -0.414
C 1.148 -1.836 3.531 -0.1 -0.1 0.2 -0.422
C -0.076 -0.978 3.124 0.1 -0.1 0.1 0.020
C -1.337 -1.845 3.209 0.2 0.2 -0.1 -0.626
C 0.163 -0.433 1.692 -0.4 -0.2 0.0 -0.211
C 0.233 -1.549 0.643 0.3 0.2 0.0 -0.397
C 0.559 -1.028 -0.760 -0.2 -0.1 0.0 -0.395
C -0.467 0.017 -1.206 0.4 0.1 0.0 0.010
C -1.846 -0.620 -1.391 0.2 0.1 0.1 -0.641
H 1.454 -0.943 -3.891 0.2 0.0 0.0 0.213
H 0.251 -1.411 -5.091 0.0 -0.2 -0.1 0.202
H 0.008 -1.839 -3.413 0.0 -0.1 0.0 0.206
H -1.418 0.086 -3.979 -0.1 0.0 0.0 0.192
H 1.181 1.430 -4.836 0.0 0.1 0.0 0.224
H -0.390 2.227 -4.733 0.0 0.1 0.0 0.211
H -1.146 0.282 -6.412 0.0 0.0 0.0 0.227
H -0.305 1.723 -6.986 0.0 -0.1 -0.1 0.244
H 1.140 -1.398 -8.230 0.1 0.2 0.2 0.496
H 0.977 1.075 -2.390 0.1 0.0 0.0 0.201
H -0.278 3.031 -2.532 -0.1 0.0 -0.1 0.211
H -1.780 2.179 -2.875 0.0 0.0 -0.1 0.199
H -1.025 3.219 -0.334 -0.1 0.0 0.1 0.211
H -2.335 2.075 -0.616 -0.1 0.0 0.0 0.197
H 0.582 1.477 -0.064 0.1 0.0 0.0 0.196
H -1.857 0.230 1.244 -0.1 0.0 0.0 0.197
H -1.539 2.562 1.971 0.0 0.1 0.0 0.209
H 0.172 2.254 2.270 0.1 0.1 -0.1 0.196
H -2.185 0.898 3.643 -0.1 0.0 0.0 0.197
H -1.141 2.112 4.370 -0.1 0.0 0.1 0.205
H -0.658 -0.217 5.055 0.0 -0.1 0.0 0.201
H 1.742 0.975 3.629 0.1 0.1 -0.1 0.217
H 1.051 1.657 5.094 0.0 0.1 0.0 0.213
H 1.832 -0.103 6.408 0.0 0.0 -0.2 0.156
H 3.859 -0.740 5.466 0.0 0.0 0.0 0.465
H 0.625 -1.967 5.627 0.0 0.0 0.1 0.201
H 2.286 -2.420 5.263 0.0 0.0 0.1 0.205
H 2.028 -1.516 2.970 0.1 0.0 -0.1 0.211
H 0.960 -2.883 3.286 0.1 0.0 -0.1 0.209
H -2.221 -1.291 2.905 -0.2 0.0 0.0 0.206
H -1.252 -2.728 2.581 0.0 -0.1 -0.1 0.209
H -1.487 -2.181 4.233 0.0 0.0 0.1 0.207
H 1.144 0.058 1.704 0.1 0.1 0.0 0.199
H -0.715 -2.082 0.603 -0.1 -0.1 0.1 0.195
H 1.002 -2.269 0.929 0.0 -0.1 0.0 0.211
H 0.590 -1.878 -1.440 0.1 0.0 -0.1 0.204
H 1.553 -0.573 -0.755 0.1 0.0 0.0 0.199
H -2.551 0.093 -1.806 -0.2 0.1 -0.1 0.209
H -1.781 -1.467 -2.070 0.0 -0.1 -0.1 0.211
H -2.250 -0.981 -0.451 -0.1 -0.1 0.1 0.211
```
Positions in Å, forces in eV/Å.


# 3
# C29H44BrN3P2Pd

A molecular structure, C29H44BrN3P2Pd (ωB97M-V with the def2-TZVPD basis set, the Open Molecules 2025 dataset).

Values from the calculation:
Charge ... +4
Multiplicity ... 5
LUMO energy (spin up / spin down) ... -11.46 / -15.05 eV

```
80
Properties=species:S:1:pos:R:3:forces:R:3:lowdin_charge:R:1
C 3.733 5.525 -1.113 -1.9 0.1 0.9 0.133
C 2.491 5.104 -1.620 -0.5 0.0 0.2 -0.164
C 2.422 4.605 -2.938 -1.4 0.5 1.5 0.112
C 3.624 4.394 -3.623 2.1 0.3 -0.3 0.026
N 4.802 4.715 -3.088 0.4 -0.2 -0.4 0.154
C 4.873 5.275 -1.882 1.3 -0.4 -1.7 0.036
C 1.329 5.083 -0.786 -0.8 0.0 0.4 0.110
C 0.351 4.886 -0.074 0.0 -0.4 -0.3 0.129
C -0.680 4.215 0.655 1.0 0.8 -0.6 -0.174
C -0.612 4.125 2.058 0.1 -1.0 1.8 0.045
C -1.059 2.946 2.673 0.5 1.9 -0.9 -0.022
C -1.564 1.971 1.807 -0.9 -0.4 0.8 -0.233
C -2.093 2.261 0.536 0.5 1.9 -0.9 -0.080
C -1.602 3.419 -0.066 -1.0 -1.7 -0.5 0.024
Pd -1.216 0.031 1.869 -1.0 -1.7 0.8 0.777
P 0.715 -0.038 0.696 1.0 0.0 -0.2 0.864
H 1.468 4.365 -3.407 0.2 0.1 0.2 0.155
H 3.816 5.998 -0.135 -0.1 -0.1 -0.2 0.162
H 3.616 3.953 -4.623 0.2 0.1 0.2 0.160
H 5.864 5.533 -1.497 -0.2 -0.1 -0.2 0.165
H -1.823 3.665 -1.109 0.0 -0.1 0.3 0.149
H -0.111 4.911 2.626 0.0 -0.3 -0.1 0.152
H -2.779 1.566 0.051 0.2 0.3 -0.1 0.118
H -0.964 2.738 3.732 0.1 0.3 -0.1 0.116
C 1.478 -1.692 0.758 -0.1 -0.3 0.0 -0.399
C 2.590 -1.984 -0.250 0.3 -0.2 0.0 -0.115
H 0.650 -2.404 0.607 0.5 0.3 0.1 -0.025
H 1.829 -1.842 1.791 -0.1 0.1 -0.2 0.093
H 2.929 -3.018 -0.101 -0.1 0.3 -0.1 0.100
H 2.238 -1.900 -1.286 0.1 0.0 0.2 0.071
H 3.465 -1.335 -0.115 -0.3 -0.2 -0.1 0.070
C 0.561 0.535 -1.027 -0.2 -0.1 -0.1 -0.358
C 1.841 1.070 -1.673 0.2 0.0 -0.3 -0.119
H -0.208 1.323 -1.016 0.2 -0.3 -0.1 0.055
H 0.142 -0.309 -1.599 0.1 0.2 0.1 0.075
H 1.634 1.308 -2.723 0.0 -0.1 0.2 0.085
H 2.181 1.998 -1.194 -0.1 -0.3 0.0 0.057
H 2.664 0.343 -1.661 -0.3 0.3 0.0 0.072
C 1.785 1.161 1.549 0.0 0.0 0.2 -0.371
C 3.277 0.824 1.564 0.3 0.3 0.0 -0.114
H 1.402 1.230 2.579 0.2 0.0 -0.2 0.074
H 1.590 2.139 1.083 0.1 -0.2 0.1 0.073
H 3.798 1.584 2.157 0.0 -0.2 -0.1 0.093
H 3.479 -0.151 2.023 -0.1 0.3 -0.1 0.085
H 3.719 0.841 0.560 -0.1 -0.1 0.2 0.069
Br -1.844 -2.818 0.396 -0.7 -0.3 -1.0 0.519
P -2.480 -3.147 -1.779 0.2 0.6 1.1 0.733
C -0.956 -3.411 -2.691 0.7 0.0 -0.1 -0.371
C -1.017 -4.495 -3.774 -0.1 -0.3 -0.3 -0.104
H -0.193 -3.662 -1.938 -0.1 0.0 -0.2 0.082
H -0.668 -2.445 -3.139 -0.2 -0.2 0.2 0.095
H -0.095 -4.460 -4.367 -0.2 0.0 0.2 0.101
H -1.084 -5.502 -3.342 0.0 0.3 -0.1 0.093
H -1.856 -4.351 -4.469 0.2 0.0 0.2 0.092
C -3.601 -4.541 -1.731 -0.2 -0.7 0.1 -0.345
C -5.062 -4.217 -2.063 -0.4 0.2 -0.2 -0.096
H -3.526 -4.955 -0.715 0.1 0.1 -0.2 0.092
H -3.211 -5.317 -2.407 0.0 0.2 0.1 0.104
H -5.701 -5.041 -1.721 0.2 0.2 -0.1 0.106
H -5.406 -3.298 -1.570 0.0 -0.3 -0.1 0.079
H -5.220 -4.117 -3.145 0.1 0.0 0.3 0.089
C -3.223 -1.548 -2.182 -0.3 0.3 0.2 -0.391
C -3.570 -1.372 -3.662 -0.1 -0.1 -0.4 -0.097
H -2.515 -0.765 -1.858 0.0 -0.4 -0.1 0.068
H -4.120 -1.426 -1.555 0.2 -0.2 -0.1 0.098
H -4.020 -0.381 -3.811 0.1 -0.3 0.1 0.099
H -2.680 -1.427 -4.304 -0.2 0.0 0.1 0.083
H -4.301 -2.114 -4.011 0.2 0.2 0.1 0.084
C 0.243 -0.859 7.163 0.2 0.0 0.8 0.018
N -0.089 -1.192 5.788 -0.4 0.2 -1.2 -0.100
C 0.019 -2.452 5.218 -0.3 0.7 -0.4 0.002
C -0.381 -2.331 3.915 0.1 0.7 0.5 -0.114
N -0.730 -1.003 3.701 0.0 0.6 -0.5 -0.087
C -0.547 -0.331 4.834 0.6 -1.6 0.9 -0.116
H -0.414 -1.400 7.859 0.1 0.2 -0.3 0.118
H 1.282 -1.146 7.377 -0.3 0.2 -0.1 0.115
H 0.120 0.217 7.315 0.0 -0.3 0.0 0.104
H 0.371 -3.313 5.761 -0.1 0.1 0.1 0.147
H -0.448 -3.068 3.130 0.0 0.0 0.2 0.084
H -0.722 0.722 5.007 0.0 -0.2 0.0 0.130
```
Positions in Å, forces in eV/Å.